No. 1
C6H29O8 | ωB97M-V/def2-TZVPD

Geometry as ORCA input:
```
! RIJCOSX wB97M-V def2-TZVPD def2/J DEFGRID3
* xyz 0 2
O 0.27888 0.75389 0.75423
H 0.87830 0.03124 0.55405
H -0.33713 0.92088 0.03711
H -0.28665 0.56131 1.50569
O -1.24759 1.16461 -1.32390
H -1.75385 0.41026 -1.62537
H -1.46517 1.86223 -1.94214
O -0.26211 3.83433 -0.07318
H -0.55877 4.31252 -0.84750
H -1.01206 3.85146 0.52139
O -3.16807 1.34974 1.38233
H -3.21743 0.40961 1.55538
H -3.80895 1.49981 0.68736
O -0.53361 0.03037 3.19328
H -0.00913 0.68225 3.65827
H -0.75395 -0.62024 3.85991
O 1.61892 -1.22009 -0.12008
H 2.28042 -1.66993 0.40556
H 1.59298 -1.70882 -0.94270
C 2.33116 0.68136 -2.63778
C 2.92102 2.11059 -2.41394
C 3.66934 2.42120 -1.11046
O 3.95904 2.26789 -3.33693
H 1.88041 0.74496 -3.62817
H 1.59646 0.43740 -1.87044
H 3.03338 -0.14780 -2.55128
H 2.17517 2.87998 -2.61357
H 4.36899 3.25399 -1.18169
H 4.25850 1.58988 -0.72330
H 2.93350 2.71138 -0.36051
H 4.23829 1.43767 -3.72980
C -0.99676 -3.24757 1.99842
C -1.95021 -2.89466 0.84051
C -3.34085 -3.55965 1.06390
O -2.14367 -1.51434 0.84198
H -1.19483 -2.59370 2.84773
H 0.06116 -3.08734 1.79049
H -1.10096 -4.25680 2.39682
H -1.49275 -3.17472 -0.10838
H -4.00809 -3.44054 0.21026
H -3.81891 -3.13151 1.94496
H -3.25875 -4.64219 1.16118
H -2.35558 -1.30084 -0.06967
*
```

electronic energy	-23068.43420	eV
ΔE to the lowest compared entry with this formula, charge and spin	10.3	kJ/mol
gap between HOMO and LUMO (alpha / beta)	2.957 / 9.626	eV
strongest force on any atom	2.8	eV/A

---

No. 2
CH2F3NO | ωB97M-V/def2-TZVPD

Geometry as ORCA input:
```
! RIJCOSX wB97M-V def2-TZVPD def2/J DEFGRID3
* xyz 0 1
C 0.54656 1.21372 -0.25355
N -0.52249 -1.45806 0.31642
O 0.68103 -1.06124 0.07059
F -0.70101 1.05549 -0.55738
F 1.40214 1.34971 -1.21323
F 0.76839 1.75412 0.88465
H -1.19248 -1.53735 -0.47763
H -0.98215 -1.31640 1.23015
*
```

electronic energy	-12754.72849	eV
ΔE to the lowest compared entry with this formula, charge and spin	304.6	kJ/mol
gap between HOMO and LUMO (alpha / beta)	9.375 / 8.212	eV
strongest force on any atom	5.2	eV/A

---

No. 3
C2H4N4 | ωB97M-V/def2-TZVPD

Geometry as ORCA input:
```
! RIJCOSX wB97M-V def2-TZVPD def2/J DEFGRID3
* xyz 0 1
C -0.06184 1.09587 -1.19213
N 0.10241 1.86324 -0.12769
N -0.29907 -1.20624 1.15475
N -0.29049 0.38985 -2.06636
C 1.05508 -2.44433 -0.54607
N 0.39927 -1.89446 0.23561
H -0.14046 2.83083 -0.22928
H 0.98250 1.71051 0.36582
H -0.87380 -1.83767 1.70594
H -0.87360 -0.50760 0.69942
*
```

electronic energy	-8096.23544	eV
ΔE to the lowest compared entry with this formula, charge and spin	297.0	kJ/mol
gap between HOMO and LUMO	10.605	eV
strongest force on any atom	1.5	eV/A

---

No. 4
C6H16 | ωB97M-V/def2-TZVPD

Geometry as ORCA input:
```
! RIJCOSX wB97M-V def2-TZVPD def2/J DEFGRID3
* xyz 0 1
C 0.77204 0.21618 -1.97269
C -0.10710 0.98997 -2.92948
C 0.19656 -1.02087 -1.32431
H 1.01947 0.88789 -1.15554
H 1.69667 -0.04365 -2.53724
H -1.22002 0.86325 -2.70190
H -0.07326 2.03187 -2.68917
H -0.28315 -0.72017 -0.40356
H -0.19628 0.58379 -3.92931
H 0.89533 -1.83979 -1.00763
H -0.45538 -1.78266 -1.77263
C -0.46034 0.61236 2.19721
C -1.20703 -0.66489 1.75382
C 1.03029 0.30471 2.22754
H -0.89090 0.78349 3.19618
H -0.67942 1.44526 1.51452
H -0.54065 -1.55682 1.96161
H -2.10834 -1.10072 2.21369
H 1.32507 -0.29665 1.35465
H -1.52430 -0.54943 0.71340
H 1.15339 -0.34026 3.12714
H 1.65735 1.19713 2.16369
*
```

SMILES	CCC.CCC
electronic energy	-6479.83335	eV
ΔE to the lowest compared entry with this formula, charge and spin	176.0	kJ/mol
gap between HOMO and LUMO	11.672	eV
strongest force on any atom	3.8	eV/A

---

No. 5
C2H3NOS | ωB97M-V/def2-TZVPD

Geometry as ORCA input:
```
! RIJCOSX wB97M-V def2-TZVPD def2/J DEFGRID3
* xyz 0 1
C 1.66862 -0.37446 -0.19244
C -0.83528 0.75482 -0.34928
N 2.12154 0.72938 0.00813
O 0.05500 1.58632 -0.47292
S 0.16720 -1.11818 -0.40921
H 2.37350 -1.32050 0.00028
H -1.47335 0.69585 0.52048
H -1.41884 0.54421 -1.22720
*
```

electronic energy	-16490.58362	eV
ΔE to the lowest compared entry with this formula, charge and spin	445.3	kJ/mol
gap between HOMO and LUMO (alpha / beta)	7.243 / 7.210	eV
strongest force on any atom	3.9	eV/A

---

No. 6
ClIO2S | ωB97M-V/def2-TZVPD

Geometry as ORCA input:
```
! RIJCOSX wB97M-V def2-TZVPD def2/J DEFGRID3
* xyz 0 3
O -1.63414 0.57906 0.63951
O -1.28271 -1.23180 -0.95010
S -1.18058 -0.76054 0.40094
Cl 1.94734 1.83504 -0.20393
I 2.15009 -0.42177 0.11358
*
```

electronic energy	-35550.25013	eV
ΔE to the lowest compared entry with this formula, charge and spin	28.4	kJ/mol
gap between HOMO and LUMO (alpha / beta)	6.793 / 6.159	eV
strongest force on any atom	4.5	eV/A

---

No. 7
C14H37AlNO8P2 | ωB97M-V/def2-TZVPD

Geometry as ORCA input:
```
! RIJCOSX wB97M-V def2-TZVPD def2/J DEFGRID3
* xyz -1 1
C 3.17339 1.06903 2.56555
C 2.54448 2.36173 3.03732
Al 0.55113 2.61712 2.49188
N -0.50172 1.04336 2.83968
H 2.90761 0.11073 3.21593
H 3.82372 1.00092 1.59168
H 3.15114 3.13760 3.68277
H 0.46832 3.05818 0.96174
H -0.01348 3.78520 3.44440
H -0.70842 0.48538 1.98227
H -0.13053 0.46126 3.62360
O -1.84498 3.18666 -1.59952
P -3.22529 3.16005 -2.30042
O -3.24006 4.80656 -2.57242
C -2.08840 5.47155 -3.07901
C -2.08041 5.51188 -4.59509
O -4.12469 3.18056 -0.90000
C -3.56667 2.74819 0.33054
C -2.95236 3.92143 1.08530
O -4.76759 3.13032 -3.08358
C -4.99532 3.65019 -4.37499
C -4.42068 2.75958 -5.45120
H -1.15756 5.02472 -2.72086
H -2.11448 6.49689 -2.69436
H -2.08209 4.50170 -5.01225
H -1.19943 6.03876 -4.96719
H -2.97033 6.02678 -4.97633
H -2.84234 1.94293 0.17060
H -4.37922 2.32410 0.92979
H -2.26258 4.49470 0.46150
H -2.42062 3.56926 1.97114
H -3.73684 4.61626 1.40170
H -4.63813 4.67710 -4.45979
H -6.07872 3.70504 -4.51060
H -3.36179 2.54994 -5.27536
H -4.53041 3.22726 -6.43467
H -4.93785 1.79384 -5.46632
O 3.27286 -2.92072 2.08831
P 2.25009 -4.04942 1.81042
O 3.34834 -4.98667 0.97338
C 4.66328 -5.19270 1.47700
C 4.74016 -6.41376 2.37326
O 1.55513 -3.32287 0.48391
C 1.64473 -1.92024 0.29114
C 2.86392 -1.56935 -0.55385
O 1.10730 -5.31058 1.49993
C 1.32332 -6.66031 1.84840
C 1.18568 -6.88819 3.33526
H 5.04544 -4.32102 2.01414
H 5.31859 -5.34242 0.61206
H 4.07532 -6.30821 3.23427
H 5.75777 -6.56699 2.73821
H 4.43460 -7.31610 1.83027
H 1.64877 -1.39258 1.25043
H 0.74011 -1.60191 -0.23758
H 3.77782 -2.02373 -0.16416
H 2.99763 -0.48702 -0.60032
H 2.73678 -1.94990 -1.57234
H 2.27800 -7.02275 1.46556
H 0.55920 -7.24909 1.33400
H 1.82689 -6.21056 3.90601
H 1.44551 -7.92035 3.59043
H 0.15598 -6.69932 3.65840
*
```

electronic energy	-58157.49441	eV
gap between HOMO and LUMO	2.918	eV
strongest force on any atom	9.6	eV/A